Entry 1:
Here is a cluster of 2 separate species, C25H46BBrF7N3O5 in total in a non-equilibrium geometry from the OMol25 dataset. Energies are from wB97M-V/def2-TZVPD.

Cartesian coordinates (Å):
C 5.404 -3.507 -1.295
C 4.471 -3.177 -2.564
C 2.936 -3.371 -2.104
O 2.315 -2.057 -2.158
C 0.962 -2.144 -1.643
C 0.601 -0.696 -1.008
C 0.157 0.174 -2.278
N -1.054 1.027 -2.167
Br -1.801 1.079 -3.918
C -2.121 0.525 -1.246
C -2.938 1.736 -0.496
C -2.256 3.152 -0.878
C -2.940 4.417 -0.163
C -1.724 5.274 0.491
O -0.751 5.700 -0.497
C 0.566 5.316 -0.142
C 1.408 5.966 1.067
O 1.175 4.440 -0.815
C -1.714 -0.678 -0.272
C -2.200 -1.996 -1.038
C -3.777 -2.262 -0.726
C -4.231 -3.749 -1.082
F -3.493 -4.680 -0.327
F -5.616 -3.839 -0.730
F -4.175 -4.037 -2.470
N -0.253 -0.669 0.195
C -0.140 -1.703 1.253
C 1.229 -2.247 1.814
N 2.472 -2.218 1.035
C -0.140 0.706 0.861
C 1.000 0.962 1.921
C 0.523 0.871 3.477
C -0.561 1.975 3.854
O -0.235 3.165 3.993
O -1.907 1.496 4.065
C -1.981 0.706 5.286
C -2.096 -0.874 5.054
H 5.330 -2.598 -0.592
H 5.032 -4.414 -0.694
H 6.507 -3.623 -1.609
H 4.682 -2.085 -2.863
H 4.720 -3.842 -3.456
H 2.338 -4.051 -2.802
H 2.942 -3.846 -1.065
H 0.209 -2.463 -2.460
H 0.961 -2.995 -0.884
H 1.632 -0.280 -0.693
H 1.036 0.875 -2.551
H 0.029 -0.476 -3.225
H -2.937 0.136 -1.969
H -4.020 1.816 -0.894
H -3.037 1.569 0.627
H -2.389 3.257 -2.016
H -1.135 3.185 -0.687
H -3.422 5.112 -0.945
H -3.691 4.062 0.614
H -1.178 4.550 1.204
H -2.155 6.158 1.071
H 2.231 5.229 1.384
H 0.693 6.179 1.931
H 1.965 6.912 0.731
H -2.406 -0.592 0.650
H -2.161 -1.858 -2.184
H -1.605 -2.944 -0.839
H -4.335 -1.584 -1.476
H -4.096 -1.908 0.307
H -0.688 -1.229 2.160
H -0.780 -2.654 1.101
H 1.454 -1.674 2.801
H 1.102 -3.336 2.183
H 3.227 -2.620 1.625
H 2.820 -1.292 0.766
H -1.131 0.976 1.390
H -0.003 1.548 0.082
H 1.316 2.073 1.837
H 1.977 0.393 1.802
H 1.471 1.133 4.080
H 0.225 -0.177 3.797
H -1.111 0.991 5.964
H -2.945 1.040 5.826
H -2.777 -1.404 5.814
H -1.050 -1.337 5.222
H -2.390 -1.163 3.984
B 4.086 -1.107 -5.880
F 2.675 -0.938 -5.677
F 4.407 -2.504 -5.860
F 4.457 -0.548 -7.144
F 4.802 -0.438 -4.831

Results
Highest occupied orbital energy: -9.4480 eV
Gap between HOMO and LUMO: 8.706 eV

Atom charges from the Mulliken analysis, given in e for atoms 1 to 5:
1. C -1.06
2. C -0.12
3. C -0.40
4. O -0.29
5. C -1.31



Entry 2:
Here is a cluster of 11 separate species, C21H64N2O11 in total in a non-equilibrium geometry from the OMol25 dataset. Energies are from wB97M-V/def2-TZVPD.

Cartesian coordinates (Å):
C -1.151 -3.358 3.690
C -2.141 -4.232 2.848
O -3.336 -3.515 2.536
H -1.547 -2.928 4.618
H -0.912 -2.538 3.049
H -0.228 -3.890 3.879
H -2.347 -5.135 3.509
H -1.738 -4.579 1.855
H -4.127 -3.949 2.856
C 2.240 0.179 5.533
C 1.565 -0.372 4.253
O 1.134 0.618 3.357
H 3.210 0.651 5.318
H 2.428 -0.598 6.257
H 1.662 0.975 5.929
H 0.668 -0.996 4.559
H 2.239 -1.067 3.731
H 1.955 1.010 3.026
C -4.441 0.737 0.985
C -4.558 -0.730 0.673
O -3.272 -1.262 0.222
H -3.427 0.837 1.382
H -5.181 1.171 1.665
H -4.598 1.272 0.067
H -5.327 -0.891 -0.095
H -4.937 -1.335 1.533
H -3.059 -2.082 0.671
C -0.053 6.381 -3.190
C 0.476 4.948 -3.054
O 1.207 4.938 -1.802
H -0.769 6.607 -2.367
H -0.578 6.579 -4.173
H 0.762 7.043 -3.103
H 1.233 4.634 -3.783
H -0.330 4.210 -3.025
H 1.282 4.015 -1.487
C 0.212 2.447 -0.057
C -0.182 1.111 0.550
O -1.274 0.575 -0.234
H 0.398 2.262 -1.108
H 1.099 2.886 0.450
H -0.672 3.139 -0.076
H -0.558 1.272 1.636
H 0.639 0.339 0.650
H -1.817 -0.003 0.315
C 0.837 -2.525 0.469
C 1.456 -2.719 -0.970
O 2.859 -2.957 -0.690
H 0.716 -3.443 1.051
H -0.074 -1.945 0.413
H 1.592 -1.915 0.932
H 1.385 -1.768 -1.510
H 1.182 -3.483 -1.626
H 3.337 -3.118 -1.489
C -4.631 -5.173 -0.048
C -3.778 -4.558 -1.124
O -2.424 -4.787 -0.745
H -4.460 -6.276 -0.073
H -5.684 -5.014 -0.253
H -4.342 -4.762 0.931
H -3.980 -3.449 -1.010
H -4.048 -4.996 -2.047
H -1.859 -4.276 -1.330
C 4.146 3.400 3.845
C 4.360 2.669 2.535
O 3.385 1.675 2.322
H 4.099 2.738 4.703
H 3.155 3.884 3.775
H 4.987 4.093 4.045
H 5.365 2.234 2.449
H 4.266 3.426 1.692
H 3.595 1.292 1.449
C 4.405 1.475 -1.309
C 3.799 0.164 -0.855
O 4.488 -0.408 0.292
H 5.490 1.506 -1.156
H 4.071 2.346 -0.778
H 4.197 1.624 -2.324
H 3.676 -0.593 -1.618
H 2.739 0.349 -0.507
H 4.378 -1.350 0.167
C -2.374 -0.780 -3.545
C -2.777 0.651 -3.386
O -1.842 1.427 -2.640
H -2.465 -1.278 -2.620
H -1.305 -0.913 -3.851
H -3.061 -1.324 -4.236
H -3.741 0.694 -2.880
H -2.883 1.061 -4.379
H -1.843 1.109 -1.728
C 1.427 0.781 -4.398
O 2.519 0.280 -4.557
N 1.012 1.060 -3.146
N 0.489 1.229 -5.372
H 1.656 0.750 -2.480
H 0.017 1.169 -2.983
H -0.152 2.043 -5.171
H 0.793 1.311 -6.285

Results
Highest occupied orbital energy: -9.7036 eV
Gap between HOMO and LUMO: 10.232 eV

Atom charges from the Mulliken analysis, given in e for atoms 1 to 5:
1. C -0.86
2. C -0.20
3. O -0.53
4. H 0.41
5. H -0.03



Entry 3:
Here is a cluster of 3 separate species, C29H32F5N4O8S in total from the OMol25 dataset. Energies are from wB97M-V/def2-TZVPD.

Cartesian coordinates (Å):
N -1.480 -3.540 -0.158
C -1.917 -2.163 -0.310
N -0.866 -1.261 0.197
C -0.752 -1.236 1.559
C -1.774 -1.887 2.423
C -3.002 -0.968 2.617
O -4.125 -1.697 3.032
C 0.312 -0.543 2.105
C 1.216 0.118 1.289
C 2.384 0.739 2.018
O 3.366 0.110 2.255
O 2.178 1.984 2.488
C 1.043 0.113 -0.095
C 2.030 0.813 -1.022
F 3.001 1.371 -0.250
F 2.634 -0.164 -1.765
C 1.435 1.865 -1.908
C 0.615 2.837 -1.352
C 0.074 3.829 -2.149
C 0.337 3.837 -3.512
C 1.155 2.862 -4.061
C 1.466 2.845 -5.534
F 2.761 3.106 -5.760
F 0.733 3.732 -6.212
F 1.216 1.622 -6.049
C 1.720 1.879 -3.262
C -0.015 -0.588 -0.640
C -0.258 -0.629 -2.126
C -1.259 0.472 -2.603
S -2.802 -0.163 -3.334
C -3.903 0.290 -2.070
N -4.721 -0.477 -1.445
N -5.405 0.328 -0.538
C -4.923 1.506 -0.699
O -3.966 1.580 -1.648
H -0.483 -3.621 -0.018
H -1.748 -4.114 -0.945
H -2.807 -1.973 0.277
H -2.171 -1.923 -1.328
H -2.071 -2.871 2.066
H -1.317 -2.037 3.398
H -3.215 -0.392 1.711
H -2.775 -0.238 3.393
H -4.701 -1.868 2.281
H 0.445 -0.541 3.176
H 1.316 2.322 2.217
H 0.421 2.836 -0.287
H -0.539 4.613 -1.735
H -0.089 4.604 -4.138
H 2.363 1.129 -3.696
H -0.604 -1.615 -2.419
H 0.682 -0.475 -2.637
H -0.791 1.089 -3.364
H -1.513 1.148 -1.793
H -5.207 2.393 -0.164
O 3.282 4.984 -1.003
C 3.478 5.337 0.125
O 3.042 6.520 0.603
C 3.496 6.708 1.960
C 3.760 5.301 2.488
C 4.207 4.577 1.217
H 4.397 7.322 1.938
H 2.719 7.241 2.502
H 4.483 5.274 3.299
H 2.827 4.868 2.855
H 5.281 4.666 1.052
H 3.923 3.529 1.186
O -1.955 -5.320 3.260
C -1.386 -6.161 2.628
O -0.605 -5.832 1.570
C -0.098 -7.019 0.927
C -0.170 -8.107 1.994
C -1.385 -7.664 2.812
H -0.738 -7.243 0.070
H 0.911 -6.817 0.576
H -0.252 -9.107 1.574
H 0.726 -8.073 2.615
H -2.322 -8.054 2.410
H -1.321 -7.913 3.866

Results
Highest occupied orbital energy: -12.2267 eV
Charge: +1
Gap between HOMO and LUMO: 7.979 eV

Atom charges from the Mulliken analysis, given in e for atoms 1 to 5:
1. N -0.29
2. C -1.48
3. N 0.39
4. C 0.71
5. C -1.14



Copy entry 1 word for word.
Here is a cluster of 2 separate species, C25H46BBrF7N3O5 in total in a non-equilibrium geometry from the OMol25 dataset. Energies are from wB97M-V/def2-TZVPD.

Cartesian coordinates (Å):
C 5.404 -3.507 -1.295
C 4.471 -3.177 -2.564
C 2.936 -3.371 -2.104
O 2.315 -2.057 -2.158
C 0.962 -2.144 -1.643
C 0.601 -0.696 -1.008
C 0.157 0.174 -2.278
N -1.054 1.027 -2.167
Br -1.801 1.079 -3.918
C -2.121 0.525 -1.246
C -2.938 1.736 -0.496
C -2.256 3.152 -0.878
C -2.940 4.417 -0.163
C -1.724 5.274 0.491
O -0.751 5.700 -0.497
C 0.566 5.316 -0.142
C 1.408 5.966 1.067
O 1.175 4.440 -0.815
C -1.714 -0.678 -0.272
C -2.200 -1.996 -1.038
C -3.777 -2.262 -0.726
C -4.231 -3.749 -1.082
F -3.493 -4.680 -0.327
F -5.616 -3.839 -0.730
F -4.175 -4.037 -2.470
N -0.253 -0.669 0.195
C -0.140 -1.703 1.253
C 1.229 -2.247 1.814
N 2.472 -2.218 1.035
C -0.140 0.706 0.861
C 1.000 0.962 1.921
C 0.523 0.871 3.477
C -0.561 1.975 3.854
O -0.235 3.165 3.993
O -1.907 1.496 4.065
C -1.981 0.706 5.286
C -2.096 -0.874 5.054
H 5.330 -2.598 -0.592
H 5.032 -4.414 -0.694
H 6.507 -3.623 -1.609
H 4.682 -2.085 -2.863
H 4.720 -3.842 -3.456
H 2.338 -4.051 -2.802
H 2.942 -3.846 -1.065
H 0.209 -2.463 -2.460
H 0.961 -2.995 -0.884
H 1.632 -0.280 -0.693
H 1.036 0.875 -2.551
H 0.029 -0.476 -3.225
H -2.937 0.136 -1.969
H -4.020 1.816 -0.894
H -3.037 1.569 0.627
H -2.389 3.257 -2.016
H -1.135 3.185 -0.687
H -3.422 5.112 -0.945
H -3.691 4.062 0.614
H -1.178 4.550 1.204
H -2.155 6.158 1.071
H 2.231 5.229 1.384
H 0.693 6.179 1.931
H 1.965 6.912 0.731
H -2.406 -0.592 0.650
H -2.161 -1.858 -2.184
H -1.605 -2.944 -0.839
H -4.335 -1.584 -1.476
H -4.096 -1.908 0.307
H -0.688 -1.229 2.160
H -0.780 -2.654 1.101
H 1.454 -1.674 2.801
H 1.102 -3.336 2.183
H 3.227 -2.620 1.625
H 2.820 -1.292 0.766
H -1.131 0.976 1.390
H -0.003 1.548 0.082
H 1.316 2.073 1.837
H 1.977 0.393 1.802
H 1.471 1.133 4.080
H 0.225 -0.177 3.797
H -1.111 0.991 5.964
H -2.945 1.040 5.826
H -2.777 -1.404 5.814
H -1.050 -1.337 5.222
H -2.390 -1.163 3.984
B 4.086 -1.107 -5.880
F 2.675 -0.938 -5.677
F 4.407 -2.504 -5.860
F 4.457 -0.548 -7.144
F 4.802 -0.438 -4.831

Results
Highest occupied orbital energy: -9.4480 eV
Gap between HOMO and LUMO: 8.706 eV

Atom charges from the Mulliken analysis, given in e for atoms 1 to 5:
1. C -1.06
2. C -0.12
3. C -0.40
4. O -0.29
5. C -1.31



The highest highest occupied orbital energy belongs to which entry?
C25H46BBrF7N3O5